# 1
ORCA calculation (ωB97M-V/def2-TZVPD) on a molecular structure, C30H28AsN7O4S2Ti.

Structure (XYZ):
```
73
Properties=species:S:1:pos:R:3:forces:R:3
Ti 0.05077 -0.85804 0.84978 -0.1 0.0 -0.9
O -0.49884 -1.47763 2.51832 0.2 -0.6 0.5
C 0.50317 -2.22462 3.03654 0.2 0.3 0.1
C 0.31474 -3.44663 3.53535 -0.1 -0.2 0.2
C 1.31512 -4.41078 3.96156 -0.2 0.0 0.0
C 2.63542 -4.32237 4.06456 0.1 0.1 -0.1
C 3.20354 -2.24465 2.91393 0.0 -0.2 -0.3
C 1.84433 -1.58237 2.64045 -0.2 0.3 0.3
C 1.78513 -0.10107 2.94203 0.2 -0.2 0.1
N 1.19166 0.53783 2.02764 0.0 0.4 0.4
N 0.75593 1.84212 2.17980 0.1 -0.1 0.0
C -0.45983 1.85130 1.70398 -0.1 -0.1 0.2
O -1.04665 0.78314 1.25616 0.2 0.6 0.3
C -1.21999 3.12457 1.68767 0.0 0.0 -0.1
C -0.64567 4.30661 2.14790 0.0 0.0 0.0
C -1.36214 5.49035 2.08640 0.0 0.0 0.0
C -2.65124 5.50143 1.56406 0.0 0.0 0.0
C -3.22785 4.32221 1.11317 0.0 0.0 0.0
C -2.51446 3.13375 1.17938 0.0 0.0 0.0
H -0.71725 -3.77420 3.55838 0.0 0.0 0.0
H 0.93051 -5.38636 4.23341 0.0 0.0 0.0
H 3.22750 -5.15410 4.41810 0.0 0.0 0.0
H 3.95874 -1.49419 3.12438 0.1 0.0 0.0
H 2.06175 0.32155 3.90515 0.0 0.1 0.0
H 0.36008 4.28075 2.54556 0.0 0.0 0.0
H -0.91590 6.40891 2.44606 0.0 0.0 0.0
H -3.20510 6.43061 1.51398 0.0 0.0 0.0
H -4.23198 4.32506 0.70778 0.0 0.0 0.0
H -2.95117 2.20429 0.84099 0.0 0.0 0.0
N -0.80421 2.01222 -2.01775 -0.1 0.1 0.0
C -2.19664 2.09567 -2.06703 0.1 0.0 0.0
C -2.79050 3.24784 -2.57035 0.0 0.0 0.0
C -4.16987 3.36446 -2.63349 0.0 0.0 0.0
C -4.97624 2.32407 -2.19367 0.0 0.0 0.0
C -4.38689 1.17119 -1.69650 0.0 0.0 0.0
C -3.00524 1.05051 -1.63477 0.0 0.0 0.2
S -2.31252 -0.43114 -1.01268 0.1 -0.1 -0.4
N -0.62223 -0.14249 -1.04392 -0.4 0.1 -0.2
C -0.04937 0.94936 -1.56101 0.0 -0.1 0.0
C 1.33869 1.02868 -1.65632 0.1 -0.1 0.2
C 2.03258 2.24937 -1.91157 -0.1 -0.1 0.0
C 3.37415 2.37590 -1.89998 0.1 -0.1 0.0
C 4.14786 1.22141 -1.50227 0.1 0.2 -0.1
C 3.57045 0.04043 -1.30084 -0.1 0.0 0.0
N 2.17162 -0.17692 -1.52718 0.1 0.3 -0.2
H -0.30921 2.74616 -2.48945 0.0 0.0 0.0
H -2.15840 4.06302 -2.90622 0.0 0.0 0.0
H -4.61155 4.27137 -3.02461 0.0 0.0 0.0
H -6.05422 2.40533 -2.23822 0.0 0.0 0.0
H -5.00297 0.34942 -1.34793 0.0 0.0 0.0
H 1.44593 3.14656 -2.05978 0.0 0.0 0.0
H 3.84885 3.33011 -2.07135 0.0 0.0 0.0
H 5.20494 1.31494 -1.28920 0.0 0.0 0.0
H 4.10930 -0.79433 -0.87988 -0.1 0.0 0.0
N 2.51854 -2.45311 -1.80806 0.0 -0.2 0.2
C 1.69391 -1.40022 -1.64883 -0.1 -0.1 0.1
C -0.75844 -2.49474 -3.14158 0.1 0.1 0.0
As -0.01823 -3.05932 -1.45870 -0.2 -0.4 -0.1
C -0.92197 -4.77456 -1.35474 0.0 0.0 0.2
C 1.81768 -3.71306 -1.64437 0.1 0.3 0.0
O -0.60789 -2.46648 0.04392 0.1 -0.5 -0.8
H -0.41342 -3.22989 -3.87040 0.0 0.0 0.0
H -0.42370 -1.49768 -3.40288 0.0 0.0 0.0
H -1.84081 -2.53130 -3.05858 0.0 0.0 -0.1
H -0.69528 -5.41290 -2.20786 0.0 0.0 0.0
H -1.99263 -4.58428 -1.30773 0.0 0.0 0.0
H -0.62231 -5.26568 -0.42996 0.0 -0.1 0.0
H 1.89413 -4.36939 -2.51218 0.0 -0.1 -0.1
H 2.09448 -4.25686 -0.74102 0.0 0.0 0.0
H 3.52770 -2.42871 -1.74896 0.0 0.0 -0.1
O 3.44131 -3.23484 3.84953 0.0 0.2 0.1
S 3.23662 -2.68285 1.11280 -0.1 -0.1 0.0
N 1.78572 -1.74472 1.16308 0.1 0.3 0.4
```
Forces are in eV/Å.

**LUMO**: -0.162 eV
**Energy relative to the best compared isomer or geometry (same formula, charge and spin)**: 613.49 kJ/mol
**Multiplicity**: 1
**Orbital gap**: 0.2226 hartree
**Max |F|**: 0.9 eV/A
**E_HOMO**: -6.219 eV
**Energy**: -155805.799 eV

Löwdin population analysis, charges in e, atoms 1 to 4: 1.085 -0.161 -0.297 -0.014

# 2
ORCA calculation (ωB97M-V/def2-TZVPD) on a molecular structure, C30H28AuGeN7O7.

Structure (XYZ):
```
74
Properties=species:S:1:pos:R:3:forces:R:3
Au 0.77811 1.70484 -1.19683 0.0 0.0 0.0
C -4.80387 1.85817 -2.35984 0.0 0.0 0.0
N -3.66259 1.47018 -3.15836 0.0 -0.1 0.0
C -3.94229 0.33159 -4.02078 0.0 0.0 0.0
C -2.43343 1.41792 -2.47440 -0.2 -0.1 -0.1
N -2.36342 1.75399 -1.26207 0.0 0.1 0.1
N -1.34374 1.10982 -3.35148 -0.1 0.1 0.1
C -0.69776 -0.11396 -3.20707 0.1 -0.3 0.0
N 0.51247 -0.18398 -3.88685 0.2 0.0 0.2
N -1.27081 -1.07096 -2.57337 0.0 0.2 -0.3
H -5.64844 2.03415 -3.03065 0.0 0.0 0.0
H -4.57821 2.76743 -1.80794 0.0 0.0 0.0
H -5.08993 1.08924 -1.63072 0.0 0.0 0.0
H -4.20841 -0.56230 -3.44115 0.0 0.0 0.0
H -3.06516 0.09938 -4.61791 0.0 0.0 0.0
H -4.77104 0.58545 -4.68656 0.0 0.0 0.0
H -1.21829 2.62616 0.18584 0.0 0.0 0.0
H -0.68028 1.87621 -3.31804 0.1 0.0 0.0
H 0.92427 0.73248 -4.03123 -0.1 0.0 -0.1
H 1.23320 -0.68703 -3.35225 -0.1 0.0 -0.1
H -0.71376 -1.91693 -2.65999 0.0 0.0 0.1
O 2.85203 -0.70767 -2.26664 0.0 0.1 0.0
C 3.27175 0.32899 -1.72693 0.0 -0.1 -0.1
O 2.77535 1.50439 -1.86036 -0.1 0.0 0.0
C 4.51638 0.23887 -0.88118 0.0 0.0 0.0
C 5.55649 -0.50006 -1.34844 0.0 0.0 0.0
C 6.76438 -0.60966 -0.62209 0.0 0.0 0.0
C 6.88229 0.00360 0.61667 0.0 0.0 0.0
C 5.81968 0.69680 1.13732 0.0 0.0 0.0
C 4.54925 0.91499 0.42785 0.0 0.0 0.0
O 3.61941 1.58120 0.86950 0.1 0.0 0.0
N 6.01283 1.23843 2.46833 0.0 0.0 0.0
O 5.06101 1.30447 3.22197 0.0 0.0 0.0
O 7.14990 1.58476 2.79543 0.0 0.0 0.0
N 7.85401 -1.35923 -1.14023 0.0 0.0 0.0
O 7.73692 -1.89092 -2.24428 0.0 0.0 0.0
O 8.88884 -1.45489 -0.47577 0.0 0.0 0.0
H 5.45757 -1.01381 -2.29439 0.0 0.0 0.0
H 7.79800 -0.08197 1.18152 0.0 0.0 0.0
C -1.13990 1.75202 -0.47066 0.0 0.0 0.0
Ge -1.33096 0.28684 0.84458 0.0 0.1 0.1
C -2.55445 -1.18063 0.38361 0.1 0.0 -0.1
C -2.14561 -2.51149 0.38849 0.0 0.0 0.0
C -3.03836 -3.53503 0.09417 0.0 0.0 0.0
C -4.36041 -3.24159 -0.20827 0.0 0.0 0.0
C -4.78596 -1.91944 -0.20119 0.0 0.0 0.0
C -3.88977 -0.90341 0.09828 0.0 0.0 0.0
C 0.37570 -0.48206 1.40900 0.0 0.0 0.0
C 0.92645 -0.24175 2.66564 0.0 0.0 0.0
C 2.17766 -0.74181 3.00456 0.0 0.0 0.0
C 2.89069 -1.50349 2.09271 0.0 0.0 0.0
C 2.36098 -1.74763 0.83263 0.0 0.0 0.0
C 1.11825 -1.23259 0.49436 0.0 0.0 0.0
C -2.23690 1.01235 2.45687 0.0 0.0 0.0
C -2.87550 2.25071 2.44167 0.0 0.0 0.0
C -3.57863 2.71564 3.54802 0.0 0.0 0.0
C -3.65617 1.94402 4.69784 0.0 0.0 0.0
C -3.03413 0.70206 4.73040 0.0 0.0 0.0
C -2.33988 0.24476 3.61913 0.0 0.0 0.0
H -1.11327 -2.75437 0.61381 0.0 0.0 0.0
H -2.69769 -4.56436 0.09563 0.0 0.0 0.0
H -5.05640 -4.03828 -0.44563 0.0 0.0 0.0
H -5.81836 -1.67992 -0.43238 0.0 0.0 0.0
H -4.22711 0.12605 0.10428 0.0 0.0 0.0
H 0.39146 0.37020 3.38359 0.0 0.0 0.0
H 2.61587 -0.49815 3.96423 0.0 0.0 0.0
H 3.88215 -1.86256 2.34307 0.0 0.0 0.0
H 2.93303 -2.28725 0.08817 0.0 0.0 0.0
H 0.74183 -1.38633 -0.51204 0.0 0.0 0.0
H -2.83353 2.86074 1.54594 0.0 0.0 0.0
H -4.06660 3.68314 3.51011 0.0 0.0 0.0
H -4.19944 2.30542 5.56344 0.0 0.0 0.0
H -3.09173 0.08908 5.62275 0.0 0.0 0.0
H -1.86602 -0.73105 3.65659 0.0 0.0 0.0
```
Forces are in eV/Å.

**LUMO**: 4.244 eV
**Energy relative to the best compared isomer or geometry (same formula, charge and spin)**: 46.58 kJ/mol
**Multiplicity**: 1
**Orbital gap**: 0.2513 hartree
**Max |F|**: 0.4 eV/A
**E_HOMO**: -2.596 eV
**Charge**: -2
**Energy**: -116533.589 eV

Löwdin population analysis, charges in e, atoms 1 to 4: 0.837 -0.105 -0.170 -0.093

# 3
ORCA calculation (ωB97M-V/def2-TZVPD) on a molecular structure, C30H28BF2N2O5PtTe.

Structure (XYZ):
```
70
Properties=species:S:1:pos:R:3:forces:R:3
Pt 1.13657 -0.88735 1.56358 -0.3 0.3 0.1
O 3.03385 -3.87100 3.82846 -0.4 0.2 -0.2
C 2.67252 -2.94900 2.94198 0.3 0.3 -0.4
O 1.51470 -2.60399 2.75809 0.4 -0.3 0.3
C 3.81288 -2.37757 2.13496 -0.6 -0.3 0.6
C 5.12622 -2.74084 2.35698 0.2 0.2 -0.2
C 6.08834 -2.18288 1.52106 -0.2 -0.1 0.1
C 5.67379 -1.35098 0.49633 0.1 0.0 -0.1
C 4.31770 -1.07549 0.33966 0.0 0.0 -0.1
N 3.40928 -1.54809 1.17870 -0.1 -0.1 -0.1
C 3.79445 -0.38986 -0.90988 0.1 -0.1 -0.1
O 4.49603 0.66706 -1.34329 0.0 0.0 0.0
O 2.89948 -0.86930 -1.53774 0.1 0.1 0.1
H 2.23345 -4.17938 4.28528 0.0 0.0 0.0
H 5.37806 -3.42813 3.14951 0.0 0.0 0.0
H 7.13534 -2.41813 1.65116 0.0 0.0 0.0
H 6.39103 -0.95087 -0.20836 0.0 0.0 0.0
H 4.95594 1.11328 -0.61496 0.0 0.1 0.0
F -1.44942 -1.82116 2.61706 0.0 0.0 -0.2
B -0.76707 -0.67964 2.32712 0.7 -0.2 0.5
F -0.96306 0.31882 3.23913 -0.1 -0.1 0.0
C -7.79072 1.16560 -1.35391 0.0 0.0 0.0
C -6.35486 1.01291 -0.92862 0.0 0.0 0.0
C -5.52390 2.11841 -0.79954 0.0 0.0 0.0
C -4.19557 1.99386 -0.40460 -0.1 0.1 0.0
C -3.36460 3.24552 -0.25765 0.0 0.0 0.0
C -3.69013 0.71671 -0.14306 0.1 0.2 0.1
Te -1.57366 0.54314 0.33586 -0.3 -0.1 -0.4
N 0.74978 0.75608 0.56532 0.1 0.0 -0.1
C 1.18824 2.01181 0.43615 0.3 -0.5 0.2
O 0.54792 2.95077 -0.02243 -0.3 0.4 -0.2
C 2.64198 2.27019 0.81030 0.0 0.0 0.1
C 3.34620 3.19503 0.04397 -0.1 0.0 0.0
C 4.66642 3.49516 0.33850 0.0 0.0 0.0
C 5.30018 2.88435 1.41715 0.0 -0.1 0.0
C 4.59408 1.98336 2.20484 0.0 0.0 0.0
C 3.27035 1.68010 1.90217 0.0 0.0 0.1
C -1.26094 -0.35875 -1.55477 0.0 0.2 0.0
C -1.40394 0.54133 -2.60971 0.0 0.0 -0.1
C -1.27361 0.12644 -3.92446 0.0 0.0 0.1
C -1.00541 -1.20862 -4.18815 0.0 0.0 0.1
C -0.86871 -2.09849 -3.13687 0.0 0.0 0.0
C -0.98327 -1.69927 -1.80455 0.0 -0.2 0.1
C -0.79170 -2.73030 -0.72550 0.1 0.1 0.0
C -4.50866 -0.40856 -0.23428 -0.1 0.0 -0.1
C -4.03910 -1.80992 0.05798 0.0 0.0 0.1
C -5.83097 -0.23647 -0.63633 0.0 0.0 0.0
H -8.01709 2.19875 -1.61366 0.0 0.0 0.0
H -8.47005 0.86428 -0.55463 0.0 0.0 0.0
H -8.01289 0.54303 -2.22179 0.0 0.0 0.0
H -5.91974 3.10620 -1.00876 0.0 0.0 0.0
H -3.96245 4.12530 -0.49124 0.0 0.0 0.0
H -2.49023 3.25027 -0.91134 0.0 0.0 0.0
H -2.98446 3.35918 0.75936 0.0 0.0 0.0
H 2.83226 3.67276 -0.77882 0.0 0.0 0.0
H 5.20399 4.21133 -0.26943 0.0 0.0 0.0
H 6.32573 3.13418 1.65985 0.0 0.0 0.0
H 5.06467 1.53668 3.07244 0.0 0.0 0.0
H 2.70596 1.00382 2.53504 0.0 0.0 0.0
H -1.61679 1.58364 -2.40819 0.0 0.0 0.0
H -1.38442 0.84018 -4.72956 0.0 0.0 0.0
H -0.90761 -1.55812 -5.20768 0.0 0.0 0.0
H -0.66287 -3.14212 -3.34382 0.0 0.0 0.0
H -0.90801 -3.73219 -1.13804 0.0 0.0 0.0
H -1.49354 -2.61093 0.09984 0.2 0.0 -0.1
H 0.21470 -2.64820 -0.30172 0.0 0.0 0.0
H -3.10278 -1.83236 0.61267 -0.2 0.1 0.0
H -3.90217 -2.37214 -0.86837 0.1 0.0 0.0
H -4.77990 -2.33676 0.66083 0.0 0.0 0.0
H -6.46778 -1.11264 -0.71568 0.0 0.0 0.0
```
Forces are in eV/Å.

**LUMO (spin up / spin down)**: -1.232 / -1.246 eV
**Energy relative to the best compared isomer or geometry (same formula, charge and spin)**: 132.59 kJ/mol
**Multiplicity**: 2
**Orbital gap (spin up / spin down)**: 0.2153 / 0.2320 hartree
**Max |F|**: 0.9 eV/A
**E_HOMO (spin up / spin down)**: -7.090 / -7.561 eV
**Energy**: -61435.379 eV
**<S²>**: 0.76

natural (NBO) population analysis, charges in e, atoms 1 to 4: 0.430 -0.645 0.789 -0.560

# 4
ORCA calculation (ωB97M-V/def2-TZVPD) on a molecular structure, C30H28ClMgN7O.

Structure (XYZ):
```
68
Properties=species:S:1:pos:R:3:forces:R:3
Mg -0.87977 -0.17263 0.24054 0.5 0.2 -0.3
Cl -0.56564 -2.31940 7.00994 0.0 0.0 0.1
C -1.03475 -1.75018 5.43061 0.0 0.0 0.0
C -1.66741 -0.50517 5.30745 0.0 -0.1 -0.1
C -2.03279 -0.03859 4.07206 0.0 0.1 -0.1
C -1.73978 -0.74895 2.86930 -0.1 -0.3 0.2
O -2.04505 -0.25637 1.73038 -0.5 0.1 1.0
C -1.08768 -2.02314 3.03448 -0.1 0.4 0.1
C -0.73063 -2.80817 1.88775 -0.1 -0.3 -0.2
N -0.69516 -2.32037 0.70551 0.1 0.3 0.3
C -0.41717 -3.02224 -0.44483 0.2 -0.7 -0.3
C 0.49025 -4.04974 -0.58932 -0.1 0.3 0.2
C 0.69472 -4.65463 -1.84113 0.0 -0.1 -0.3
C -0.02454 -4.27088 -2.94172 0.1 -0.1 0.1
C -0.98297 -3.23811 -2.82947 -0.1 0.2 0.2
C -1.82901 -2.83405 -3.88533 -0.1 0.1 0.0
C -2.76120 -1.85889 -3.66484 0.1 -0.2 -0.1
C -2.81390 -1.23618 -2.40299 0.0 -0.1 0.1
N -2.01507 -1.54681 -1.41023 0.0 0.2 -0.2
C -1.14461 -2.57496 -1.58952 0.0 -0.4 -0.3
C -0.77878 -2.50519 4.31799 0.0 0.0 0.0
H -1.86879 0.07936 6.19605 0.0 0.0 0.0
H -2.53034 0.91699 3.96226 0.0 0.0 0.0
H -0.53662 -3.87495 2.05874 0.1 0.0 0.0
H 1.06420 -4.38194 0.26673 0.0 0.0 0.0
H 1.42253 -5.45128 -1.93073 0.0 0.0 0.0
H 0.11721 -4.75833 -3.89848 0.0 0.0 0.0
H -1.75491 -3.32391 -4.84905 0.0 0.0 0.0
H -3.44227 -1.54911 -4.44488 0.0 0.0 0.0
H -3.55350 -0.46904 -2.21104 0.1 0.1 0.0
H -0.30228 -3.47327 4.42495 0.0 0.0 0.0
C 4.09689 0.90946 -2.11109 -0.1 0.1 0.0
N 3.13542 -0.16837 -1.90909 0.1 -0.1 0.0
C 2.69569 -0.79326 -3.14377 0.0 0.0 0.0
C 2.20055 -0.08707 -0.88760 0.0 0.0 -0.2
N 0.97326 -0.40901 -0.99450 -0.4 -0.2 -0.1
N 2.73726 0.35326 0.31106 0.0 0.1 -0.1
C 2.10711 0.38032 1.54619 -0.1 0.1 0.2
N 2.89885 0.94133 2.52576 0.2 -0.1 0.0
N 0.95169 -0.11382 1.72380 -0.3 0.1 -0.2
H 4.82387 0.58610 -2.85251 0.0 0.0 0.0
H 4.64937 1.15200 -1.20571 0.0 0.0 0.0
H 3.61439 1.82572 -2.46976 0.0 0.0 0.0
H 3.57690 -1.06792 -3.72054 0.0 0.0 0.0
H 2.06882 -0.13245 -3.75562 0.0 0.0 0.0
H 2.14417 -1.70702 -2.92201 0.0 0.0 0.0
H 0.70593 -0.62604 -1.94822 0.2 0.1 0.0
H 3.73583 0.44347 0.33698 0.0 -0.1 0.0
H 3.55369 1.65534 2.25112 -0.1 0.0 -0.1
H 2.42986 1.13957 3.39322 0.0 0.0 0.0
H 0.60405 -0.00540 2.67143 0.2 0.1 0.1
C -0.00108 5.50699 1.39456 0.0 0.1 0.0
C 0.29942 4.25764 1.97018 0.0 -0.1 0.1
C -0.15213 3.10538 1.38548 0.0 0.1 0.0
C -0.90415 3.10264 0.18381 -0.2 0.3 -0.2
C -1.29925 1.87064 -0.44778 0.0 -0.1 -0.2
C -2.06442 2.03300 -1.58790 0.2 0.1 0.1
C -2.46222 3.28639 -2.10517 -0.1 0.1 -0.1
C -2.06102 4.44419 -1.50911 -0.1 0.0 -0.1
C -1.24826 4.38068 -0.35490 0.1 -0.2 0.1
C -0.77361 5.56002 0.26936 0.0 0.1 0.0
H 0.36252 6.41585 1.85855 0.0 0.0 0.0
H 0.87797 4.21843 2.88722 0.0 0.0 0.0
H 0.03452 2.14987 1.84666 0.1 -0.1 0.1
H -2.37528 1.16122 -2.15257 0.0 0.1 0.0
H -3.08897 3.32393 -2.99139 0.0 0.0 0.0
H -2.36245 5.40852 -1.90272 0.0 0.0 0.0
H -1.03944 6.51854 -0.16460 0.0 0.0 0.0
```
Forces are in eV/Å.

**LUMO**: -0.408 eV
**Multiplicity**: 1
**Orbital gap**: 0.2402 hartree
**Max |F|**: 1.1 eV/A
**E_HOMO**: -6.943 eV
**Energy**: -62013.399 eV

natural (NBO) population analysis, charges in e, atoms 1 to 4: 1.715 -0.027 -0.116 -0.205